# 1
C4H8FNO4 as an isolated structure at a distorted geometry, computed with wB97M-V/def2-TZVPD.

Each line ends with the Löwdin charge.
Geometry (Å):
C1 0.78 -1.75 0.27  0.001
C2 -1.21 1.49 -0.57  -0.177
C3 0.51 -0.36 -0.45  -0.346
C4 -0.75 0.31 0.15  -0.256
N1 -2.22 -0.80 -0.09  -0.304
O1 -2.46 -0.92 -1.26  0.072
O2 -2.64 -1.42 0.84  0.100
O3 -2.52 2.01 -0.30  -0.021
O4 1.62 0.43 -0.15  -0.025
F1 -0.57 0.38 1.50  0.075
H1 0.12 -2.43 -0.13  0.048
H2 1.80 -2.09 0.23  0.087
H3 0.49 -1.61 1.31  0.083
H4 -0.47 2.29 -0.56  0.140
H5 -1.35 1.10 -1.65  0.165
H6 0.34 -0.49 -1.48  0.135
H7 -2.70 2.21 0.60  0.072
H8 1.80 0.22 0.84  0.153

As for the LUMO energy: 0.5 eV. The calculation puts the gap between HOMO and LUMO at 10.8 eV. The spin multiplicity is 1. For the energy above the lowest of the compared OMol25 structures with the same formula, charge and spin, the calculation gives 123.8 kcal per mole. Its largest force on an atom is 0.07188 Eh/bohr. For the HOMO energy, the calculation gives -10.35 eV.

---

# 2
C3H9NS2 as an isolated structure at a distorted geometry, computed with wB97M-V/def2-TZVPD.

Each line ends with the Löwdin charge.
Geometry (Å):
S1 3.88 0.05 -0.97  0.113
S2 -3.49 -0.48 0.38  0.602
C1 -1.72 -0.57 0.25  -0.737
C2 -0.95 0.78 0.31  -0.269
C3 0.54 0.77 -0.06  -0.310
N1 1.35 -0.28 0.55  0.025
H1 -3.27 -0.19 2.17  0.086
H2 -1.51 -1.07 -0.72  0.073
H3 -1.27 -1.28 0.96  0.062
H4 -0.83 1.16 1.34  0.103
H5 -1.64 1.38 -0.30  0.094
H6 0.96 1.76 0.21  0.112
H7 0.63 0.74 -1.16  0.112
H8 2.11 -0.52 -0.10  -0.145
H9 1.87 0.06 1.36  0.078

As for the LUMO energy: -3.6 eV. The calculation puts the gap between HOMO and LUMO at 5.6 eV. The spin multiplicity is 1. For the energy above the lowest of the compared OMol25 structures with the same formula, charge and spin, the calculation gives 139.7 kcal per mole. Its largest force on an atom is 0.09216 Eh/bohr. For the HOMO energy, the calculation gives -9.20 eV.

---

# 3
C16H27BBaN11 as an isolated structure at a distorted geometry, computed with wB97M-V/def2-TZVPD.

Each line ends with the Löwdin charge.
Geometry (Å):
Ba1 -0.58 0.53 -1.64  1.851
C1 -1.27 -3.71 0.56  -0.053
C2 -1.74 -2.76 -0.34  -0.215
N1 -0.78 -2.08 -0.89  -0.119
N2 0.38 -2.56 -0.36  -0.045
C3 0.11 -3.53 0.50  -0.096
B1 1.78 -2.22 -1.02  -0.512
N3 2.51 -0.97 -0.35  -0.031
C4 3.55 -0.99 0.61  -0.076
C5 3.82 0.27 0.96  -0.093
C6 2.93 1.07 0.22  -0.188
N4 2.17 0.33 -0.56  -0.071
N5 1.78 -2.03 -2.55  -0.031
C7 2.16 -3.02 -3.40  -0.055
C8 1.66 -2.75 -4.66  -0.041
C9 1.00 -1.54 -4.51  -0.180
N6 1.07 -1.04 -3.28  -0.099
H1 -1.84 -4.54 1.07  0.126
H2 -2.75 -2.61 -0.57  0.086
H3 0.86 -4.03 1.08  0.129
H4 2.47 -3.18 -0.74  0.118
H5 4.00 -1.91 0.99  0.129
H6 4.62 0.55 1.60  0.100
H7 2.70 2.12 0.32  0.102
H8 2.80 -3.74 -3.00  0.104
H9 1.78 -3.39 -5.45  0.074
H10 0.57 -0.95 -5.31  0.105
N7 -3.41 0.13 -1.44  -0.156
N8 -3.21 0.78 -2.71  -0.179
H11 -4.35 -0.18 -1.28  0.096
H12 -3.05 0.77 -0.74  -0.035
H13 -3.93 1.49 -2.99  0.103
H14 -3.42 0.01 -3.35  0.082
C10 0.58 0.16 2.81  -0.140
C11 -0.71 -0.55 2.49  -0.162
N9 -1.36 0.19 1.44  0.034
C12 -1.26 1.59 1.39  -0.433
N10 -1.96 2.14 0.45  -0.071
C13 -2.07 3.58 0.44  -0.241
C14 -0.73 4.25 0.72  -0.135
C15 -0.31 3.73 2.12  -0.151
N11 -0.43 2.30 2.19  -0.037
C16 0.46 1.63 3.17  -0.123
H15 1.35 0.08 2.02  0.091
H16 1.12 -0.27 3.69  0.143
H17 -1.43 -0.66 3.29  0.128
H18 -0.57 -1.54 2.19  0.079
H19 -2.18 -0.09 0.89  0.107
H20 -2.78 3.95 1.19  0.126
H21 -2.43 3.90 -0.51  0.093
H22 -0.82 5.37 0.66  0.143
H23 -0.10 3.82 -0.03  0.092
H24 -0.95 4.14 2.91  0.132
H25 0.71 4.03 2.38  0.127
H26 0.01 1.78 4.17  0.134
H27 1.45 2.14 3.14  0.135

As for the LUMO energy: -2.6 eV. Its net charge is +1. The calculation puts the gap between HOMO and LUMO at 8.8 eV. The spin multiplicity is 1. For the energy above the lowest of the compared OMol25 structures with the same formula, charge and spin, the calculation gives 6.3 kcal per mole. Its largest force on an atom is 0.06635 Eh/bohr. For the HOMO energy, the calculation gives -11.35 eV.

---

# 4
One molecule with the formula C9H11N at a distorted geometry, computed with wB97M-V/def2-TZVPD.

Each line ends with the Löwdin charge.
Geometry (Å):
C1 0.56 -2.08 -0.46  -0.085
C2 2.59 -1.14 0.14  -0.101
C3 -0.12 -0.93 -0.40  -0.195
C4 2.09 0.24 0.07  -0.245
C5 0.71 0.32 -0.33  -0.194
C6 2.86 1.26 0.51  0.118
C7 0.31 1.54 -0.79  0.097
C8 -2.16 -0.21 0.69  -0.092
C9 -1.59 -0.86 -0.56  -0.190
N1 1.93 -2.20 -0.21  0.064
H1 0.07 -2.99 -0.62  0.095
H2 3.61 -1.40 0.36  0.106
H3 2.25 2.12 0.54  0.056
H4 3.87 1.13 0.65  0.050
H5 0.78 2.37 -1.16  0.039
H6 -0.73 1.58 -1.23  0.078
H7 -2.77 -0.77 1.40  0.078
H8 -2.75 0.61 0.50  0.043
H9 -1.47 0.26 1.34  0.060
H10 -1.83 -0.20 -1.42  0.119
H11 -2.03 -1.81 -0.72  0.097

As for the LUMO energy (spin up / spin down): -0.5 / -0.5 eV. The calculation puts the gap between HOMO and LUMO (spin up / spin down) at 7.6 / 7.5 eV. The spin multiplicity is 1. Its SMILES is C=c1cncc(CC)c1=C. For the energy above the lowest of the compared OMol25 structures with the same formula, charge and spin, the calculation gives 39.6 kcal per mole. Its largest force on an atom is 0.10167 Eh/bohr. For the HOMO energy (spin up / spin down), the calculation gives -8.04 / -8.04 eV.

---

# 5
C18H33N2O8P2SSeTi as an isolated structure at a distorted geometry, computed with wB97M-V/def2-TZVPD.

Each line ends with the Löwdin charge.
Geometry (Å):
Ti1 0.29 -0.29 0.39  0.613
C1 -2.43 -1.52 2.95  -0.032
C2 -1.68 -0.21 2.79  -0.268
C3 -0.30 -0.36 2.80  -0.127
C4 0.51 0.78 2.87  -0.294
C5 1.98 0.67 3.21  -0.048
C6 -0.14 2.07 2.89  -0.073
C7 -1.52 2.23 2.90  -0.345
C8 -2.15 3.52 3.28  -0.050
C9 -2.28 1.04 2.85  -0.011
H1 -3.13 -1.58 3.78  0.092
H2 -1.67 -2.25 3.16  0.066
H3 -2.91 -1.78 2.04  0.063
H4 0.14 -1.37 2.79  0.124
H5 2.55 1.34 2.62  0.030
H6 2.40 -0.31 3.03  0.081
H7 2.13 0.96 4.29  0.121
H8 0.56 2.89 3.04  0.127
H9 -3.26 3.47 3.20  0.093
H10 -1.81 4.32 2.60  0.089
H11 -1.84 3.89 4.28  0.101
H12 -3.35 1.14 2.94  0.125
C10 -0.05 -4.64 -2.31  -0.046
C11 -0.33 -3.22 -1.82  -0.553
O1 -1.55 -2.77 -2.39  -0.052
P1 0.92 -2.05 -2.45  0.512
O2 2.39 -2.68 -2.32  -0.074
O3 0.75 -1.99 -4.00  -0.064
O4 0.77 -0.70 -1.80  -0.346
P2 -0.39 -2.94 0.09  0.355
O5 -0.90 -4.37 0.58  -0.095
O6 0.96 -2.56 0.61  -0.319
O7 -1.34 -1.79 0.25  -0.349
H13 0.06 -4.78 -3.40  0.103
H14 -0.90 -5.19 -1.97  0.078
H15 0.81 -5.01 -1.76  0.088
H16 -2.04 -2.25 -1.76  0.063
H17 2.78 -2.41 -1.48  0.080
H18 -0.15 -1.79 -4.31  0.113
H19 -0.91 -4.50 1.54  0.108
C12 0.72 2.24 -3.06  -0.016
N1 -0.72 1.95 -2.99  -0.104
C13 -1.55 1.72 -4.05  -0.044
C14 -2.71 1.23 -3.61  -0.028
N2 -2.59 1.12 -2.25  -0.117
C15 -3.67 0.76 -1.39  -0.020
C16 -1.38 1.58 -1.86  -0.597
Se1 -0.72 1.98 -0.14  0.844
H20 0.96 2.09 -4.09  0.089
H21 1.28 1.54 -2.41  0.068
H22 0.92 3.27 -2.79  0.092
H23 -1.24 2.04 -5.05  0.138
H24 -3.64 0.95 -4.09  0.135
H25 -4.53 1.45 -1.41  0.111
H26 -3.27 0.67 -0.37  0.066
H27 -4.06 -0.25 -1.67  0.115
C17 5.18 0.21 0.73  -0.228
S1 3.65 0.78 -0.14  0.911
C18 3.80 2.56 0.35  -0.224
O8 2.45 0.13 0.50  -0.642
H28 5.98 0.90 0.40  0.062
H29 5.41 -0.84 0.38  0.077
H30 5.15 0.20 1.81  0.055
H31 4.77 2.87 -0.16  0.082
H32 3.89 2.78 1.42  0.060
H33 2.93 3.06 -0.06  0.039

As for the LUMO energy (spin up / spin down): -1.9 / -1.9 eV. Its net charge is +1. The calculation puts the gap between HOMO and LUMO (spin up / spin down) at 7.1 / 9.0 eV. The spin multiplicity is 3. For the energy above the lowest of the compared OMol25 structures with the same formula, charge and spin, the calculation gives 16.8 kcal per mole. Its largest force on an atom is 0.04312 Eh/bohr. For the HOMO energy (spin up / spin down), the calculation gives -9.03 / -10.87 eV.

---

# 6
C16H16FeN8O10P2 as an isolated structure at a distorted geometry, computed with wB97M-V/def2-TZVPD.

Each line ends with the Löwdin charge.
Geometry (Å):
Fe1 0.20 0.33 -0.62  0.747
O1 -0.15 -2.14 4.40  0.044
C1 1.00 -2.57 3.86  -0.275
C2 1.73 -3.54 4.55  -0.027
C3 2.92 -4.02 4.05  -0.100
C4 3.42 -3.55 2.84  -0.102
C5 2.70 -2.59 2.15  -0.028
C6 1.50 -2.08 2.63  -0.066
C7 0.79 -1.05 1.84  -0.398
O2 1.33 -0.63 0.76  -0.163
N1 -0.34 -0.57 2.31  0.068
N2 -0.83 0.35 1.43  -0.020
C8 -1.99 0.84 1.63  -0.060
C9 -2.52 1.85 0.74  -0.140
C10 -3.83 2.31 0.91  -0.055
C11 -4.35 3.35 0.16  -0.114
C12 -3.52 3.97 -0.78  -0.102
C13 -2.23 3.54 -0.98  -0.039
C14 -1.70 2.45 -0.25  -0.338
O3 -0.46 2.11 -0.46  -0.128
H1 -0.53 -1.46 3.78  0.068
H2 1.32 -3.91 5.49  0.110
H3 3.46 -4.78 4.60  0.096
H4 4.35 -3.93 2.44  0.093
H5 3.05 -2.23 1.19  0.107
H6 -2.60 0.49 2.46  0.132
H7 -4.44 1.83 1.67  0.107
H8 -5.36 3.68 0.31  0.089
H9 -3.90 4.80 -1.36  0.096
H10 -1.58 4.01 -1.70  0.117
O4 -2.40 1.08 -2.85  -0.132
P1 -1.08 0.35 -3.47  0.239
O5 -0.84 0.69 -4.87  -0.270
O6 0.08 0.57 -2.51  -0.355
O7 -1.59 -1.17 -3.25  -0.238
P2 -2.02 -1.73 -1.79  0.237
O8 -3.57 -1.36 -1.69  -0.102
O9 -1.84 -3.19 -1.75  -0.277
O10 -1.30 -0.87 -0.76  -0.308
H11 -2.45 2.02 -3.06  0.072
H12 -3.68 -0.40 -1.78  0.060
N3 0.83 -2.86 -1.93  0.094
C15 1.47 -1.92 -1.72  -0.023
H13 -0.07 -3.35 -1.95  0.041
N4 4.18 2.24 -3.35  0.128
N5 3.56 1.80 -2.19  -0.277
N6 4.21 1.17 -1.24  0.142
C16 3.21 0.88 -0.42  -0.164
N7 2.03 1.33 -0.88  -0.011
N8 2.28 1.91 -2.02  0.124
H14 4.77 3.04 -3.11  0.092
H15 3.43 2.55 -3.96  0.101
H16 3.33 0.36 0.51  0.110

As for the LUMO energy (spin up / spin down): 1.7 / 2.6 eV. Its net charge is -1. The calculation puts the gap between HOMO and LUMO (spin up / spin down) at 7.0 / 7.8 eV. The spin multiplicity is 2. Its largest force on an atom is 0.02720 Eh/bohr. For the HOMO energy (spin up / spin down), the calculation gives -5.31 / -5.21 eV.